Here is an isolated molecule of C24H32N6O2 at a distorted geometry from the Open Molecules 2025 dataset. Energies are from the ωB97M-V functional and the def2-TZVPD basis.

Last column: natural (NBO) charge in e.
Cartesian coordinates (Å):
C -7.77 -0.79 -0.55  -0.253
O -6.63 -1.55 -0.87  -0.488
C -5.49 -1.36 -0.15  0.312
C -5.36 -0.46 0.91  -0.315
C -4.15 -0.35 1.57  -0.121
C -3.05 -1.12 1.19  -0.100
C -1.74 -0.95 1.91  -0.232
N -1.29 0.42 1.85  -0.201
N -1.35 1.21 2.93  -0.076
N -0.94 2.36 2.58  -0.062
N -0.60 2.39 1.30  -0.331
C -0.82 1.18 0.82  0.353
C -0.63 0.70 -0.57  -0.097
C -1.43 1.58 -1.57  -0.180
C -2.91 1.61 -1.21  -0.622
C -0.86 2.99 -1.68  -0.631
N 0.76 0.63 -1.01  -0.458
C 1.24 -0.68 -1.38  -0.219
C 1.76 -1.51 -0.19  -0.211
N 2.78 -0.78 0.52  -0.453
C 4.11 -1.13 0.39  0.109
C 4.46 -2.47 0.55  -0.229
C 5.76 -2.92 0.45  -0.224
C 6.77 -2.01 0.21  -0.231
C 6.47 -0.67 0.05  -0.294
C 5.16 -0.22 0.12  0.321
O 4.81 1.10 -0.08  -0.530
C 5.83 2.04 -0.30  -0.250
C 2.32 0.53 0.92  -0.218
C 1.77 1.35 -0.26  -0.253
C -3.19 -2.01 0.14  -0.188
C -4.40 -2.14 -0.52  -0.255
H -8.11 -0.98 0.47  0.178
H -7.58 0.29 -0.67  0.179
H -8.54 -1.10 -1.25  0.203
H -6.18 0.15 1.23  0.224
H -4.05 0.35 2.39  0.217
H -0.97 -1.60 1.48  0.215
H -1.85 -1.18 2.97  0.247
H -1.07 -0.31 -0.62  0.215
H -1.32 1.09 -2.55  0.202
H -3.33 0.61 -1.15  0.208
H -3.47 2.17 -1.96  0.214
H -3.06 2.10 -0.25  0.206
H -1.44 3.57 -2.39  0.206
H 0.17 2.95 -2.01  0.217
H -0.90 3.48 -0.71  0.233
H 2.08 -0.53 -2.07  0.200
H 0.46 -1.22 -1.91  0.195
H 0.92 -1.72 0.50  0.165
H 2.15 -2.46 -0.55  0.214
H 3.68 -3.18 0.78  0.209
H 5.98 -3.96 0.59  0.211
H 7.80 -2.33 0.14  0.212
H 7.27 0.02 -0.16  0.215
H 6.39 1.84 -1.22  0.176
H 6.53 2.09 0.54  0.178
H 5.32 3.00 -0.40  0.201
H 1.52 0.38 1.66  0.177
H 3.13 1.08 1.41  0.230
H 2.60 1.56 -0.95  0.209
H 1.36 2.29 0.09  0.234
H -2.36 -2.63 -0.17  0.212
H -4.52 -2.83 -1.34  0.228

F_max: 1.424 eV/A
structure (SMILES): COc1ccc(Cn2nnnc2[C@@H](C(C)C)N2CCN(c3ccccc3OC)CC2)cc1
Kohn-Sham gap: 7.827 eV
electronic energy: -38440.972 eV
M: 436.560 u


Here is a cluster of 11 separate species, C33H88O11 in total at a distorted geometry from the Open Molecules 2025 dataset. Energies are from the ωB97M-V functional and the def2-TZVPD basis.

Last column: Löwdin charge in e.
Cartesian coordinates (Å):
C -4.67 -2.25 -2.84  -0.056
C -4.90 -1.73 -1.43  -0.502
C -4.70 -0.22 -1.37  -0.063
O -6.20 -2.11 -0.97  -0.050
H -3.64 -2.11 -3.17  0.073
H -5.39 -1.78 -3.50  0.084
H -4.80 -3.34 -2.86  0.082
H -4.18 -2.21 -0.76  0.134
H -4.78 0.16 -0.35  0.065
H -5.47 0.35 -1.90  0.084
H -3.69 0.00 -1.70  0.060
H -6.84 -1.89 -1.65  0.085
C -3.11 3.73 -3.44  -0.057
C -2.22 2.80 -4.22  -0.480
C -0.90 3.45 -4.63  -0.052
O -1.95 1.61 -3.45  -0.073
H -3.92 3.16 -2.97  0.075
H -3.61 4.40 -4.15  0.083
H -2.63 4.31 -2.66  0.070
H -2.75 2.45 -5.12  0.133
H -0.48 3.95 -3.75  0.079
H -1.04 4.20 -5.41  0.083
H -0.15 2.76 -5.02  0.073
H -1.15 1.22 -3.83  0.068
C 4.15 -0.15 1.00  -0.053
C 5.29 -1.00 1.51  -0.488
C 6.47 -1.04 0.59  -0.058
O 5.70 -0.51 2.80  -0.064
H 3.75 -0.51 0.04  0.076
H 4.43 0.89 0.82  0.069
H 3.30 -0.14 1.68  0.062
H 4.92 -2.01 1.70  0.126
H 7.35 -1.54 1.00  0.079
H 6.78 -0.05 0.27  0.081
H 6.20 -1.63 -0.29  0.080
H 4.96 -0.57 3.43  0.034
C 3.07 3.69 1.35  -0.038
C 1.77 3.23 0.70  -0.460
C 1.97 2.66 -0.70  -0.048
O 1.06 2.23 1.43  -0.078
H 2.88 3.92 2.40  0.075
H 3.47 4.54 0.81  0.085
H 3.80 2.89 1.35  0.062
H 1.08 4.08 0.59  0.133
H 0.97 2.53 -1.13  0.077
H 2.52 1.72 -0.74  0.061
H 2.45 3.43 -1.32  0.090
H 0.79 2.61 2.27  0.097
C -1.49 -0.12 0.73  -0.021
C -0.41 -0.89 0.01  -0.432
C -0.42 -0.64 -1.51  -0.026
O 0.88 -0.49 0.50  -0.095
H -1.35 0.96 0.66  0.077
H -1.42 -0.37 1.80  0.071
H -2.50 -0.42 0.44  0.057
H -0.46 -1.96 0.21  0.121
H -0.18 0.39 -1.79  0.067
H -1.42 -0.89 -1.86  0.071
H 0.39 -1.22 -1.95  0.055
H 0.83 0.46 0.71  0.040
C -4.62 0.96 3.48  -0.052
C -4.36 -0.50 3.12  -0.493
C -3.27 -1.11 3.96  -0.060
O -5.57 -1.25 3.35  -0.054
H -4.79 1.05 4.55  0.084
H -5.49 1.35 2.95  0.077
H -3.77 1.58 3.19  0.067
H -4.11 -0.62 2.06  0.109
H -2.33 -0.55 3.90  0.061
H -3.07 -2.14 3.68  0.083
H -3.55 -1.09 5.02  0.087
H -6.18 -1.03 2.63  0.083
C 0.11 -4.39 2.29  -0.052
C 1.29 -3.41 2.20  -0.481
C 2.45 -3.93 3.02  -0.053
O 1.66 -3.28 0.81  -0.065
H -0.70 -4.15 1.60  0.068
H -0.28 -4.35 3.31  0.077
H 0.44 -5.42 2.11  0.078
H 0.89 -2.44 2.51  0.105
H 3.33 -3.28 2.99  0.062
H 2.75 -4.90 2.62  0.085
H 2.22 -4.04 4.08  0.080
H 1.52 -2.35 0.60  0.038
C 3.00 1.54 4.53  -0.043
C 2.53 0.15 4.88  -0.458
C 1.24 -0.26 4.16  -0.051
O 3.57 -0.82 4.66  -0.061
H 3.85 1.82 5.15  0.089
H 2.16 2.23 4.65  0.082
H 3.37 1.64 3.51  0.062
H 2.30 0.09 5.95  0.137
H 0.43 0.41 4.48  0.084
H 1.00 -1.28 4.45  0.075
H 1.31 -0.22 3.08  0.057
H 3.46 -1.54 5.28  0.099
C 3.17 0.05 -3.23  -0.045
C 3.46 0.02 -4.72  -0.491
C 3.74 -1.38 -5.27  -0.046
O 2.34 0.60 -5.39  -0.062
H 2.90 1.05 -2.92  0.065
H 4.10 -0.25 -2.73  0.084
H 2.37 -0.63 -2.94  0.064
H 4.35 0.64 -4.89  0.133
H 4.66 -1.79 -4.85  0.084
H 3.84 -1.32 -6.36  0.077
H 2.91 -2.05 -5.06  0.064
H 2.57 0.71 -6.32  0.082
C -4.02 5.88 1.41  -0.061
C -3.09 4.77 1.89  -0.504
C -2.41 4.08 0.72  -0.053
O -2.06 5.29 2.72  -0.048
H -4.49 6.38 2.26  0.078
H -4.84 5.45 0.83  0.082
H -3.50 6.60 0.78  0.083
H -3.72 4.06 2.44  0.122
H -1.94 4.86 0.11  0.082
H -3.16 3.64 0.07  0.080
H -1.68 3.35 1.06  0.059
H -2.40 6.04 3.23  0.082
C -0.13 -5.03 -1.98  -0.062
C 0.52 -5.08 -3.36  -0.480
C 0.58 -3.68 -3.95  -0.068
O 1.85 -5.59 -3.26  -0.050
H 0.20 -4.16 -1.42  0.063
H 0.05 -5.93 -1.39  0.084
H -1.22 -4.96 -2.06  0.080
H -0.07 -5.73 -4.00  0.134
H 1.23 -3.03 -3.35  0.061
H -0.41 -3.20 -3.91  0.076
H 0.90 -3.67 -4.99  0.075
H 2.17 -5.42 -2.37  0.083

F_max: 1.593 eV/A
structure (SMILES): CC(C)O.CC(C)O.CC(C)O.CC(C)O.CC(C)O.CC(C)O.CC(C)O.CC(C)O.CC(C)O.CC(C)O.CC(C)O
Kohn-Sham gap: 9.772 eV
electronic energy: -58170.701 eV
M: 661.056 u


Here is a cluster of 2 separate species, H3NO2S in total at a distorted geometry from the Open Molecules 2025 dataset. Energies are from the ωB97M-V functional and the def2-TZVPD basis.

Last column: natural (NBO) charge in e.
Cartesian coordinates (Å):
N 0.95 -0.29 0.27  -0.694
O -2.27 -1.15 0.36  -0.865
O -2.03 1.25 0.32  -0.879
S -1.73 0.00 -0.26  1.763
H 0.61 0.53 0.87  0.316
H 1.12 -1.13 0.95  0.324
H -2.06 0.17 -1.61  0.034

F_max: 2.428 eV/A
Kohn-Sham gap (spin up / spin down): 9.595 / 8.640 eV
electronic energy: -16464.584 eV
M: 81.096 u


Calculated ΔE to the lowest compared entry with this formula, charge and spin in order - 448.22; 117.63; 395.27 kJ/mol